1.
Entry from the OMol25 dataset: a 3-piece molecular cluster, C36H32N4O5Si overall at a distorted geometry (ωB97M-V with the def2-TZVPD basis set).

## Properties
**SMILES**: O=C1c2ccccc2C(=O)c2ccccc21.O=C1c2ccccc2C(=O)c2ccccc21.CCOCc1nnc([Si](C)(C)C)nn1
**LUMO**: -1.11 eV
**E**: -2275.7177 Eh
**E_HOMO**: -0.3533 Ha
**Kohn-Sham gap**: 8.51 eV

Each line ends with the Mulliken charge.
Cartesian coordinates (Å):
O: -5.99 1.42 -1.17  -0.682
C: -5.24 0.47 -1.04  0.579
C: -5.63 -0.68 -0.18  0.117
C: -6.87 -0.68 0.45  -0.542
C: -7.26 -1.77 1.22  -0.506
C: -6.41 -2.86 1.36  -0.476
C: -5.16 -2.86 0.75  -0.545
C: -4.77 -1.77 -0.02  0.126
C: -3.43 -1.77 -0.66  0.428
O: -2.66 -2.70 -0.48  -0.701
C: -3.05 -0.64 -1.53  0.355
C: -1.81 -0.64 -2.17  -0.458
C: -1.46 0.40 -3.01  -0.617
C: -2.34 1.46 -3.22  -0.555
C: -3.57 1.47 -2.58  -0.551
C: -3.93 0.43 -1.73  0.416
H: -7.53 0.17 0.34  0.477
H: -8.22 -1.76 1.71  0.399
H: -6.72 -3.71 1.96  0.403
H: -4.50 -3.71 0.86  0.479
H: -1.12 -1.46 -2.01  0.557
H: -0.50 0.40 -3.51  0.414
H: -2.07 2.27 -3.89  0.416
H: -4.26 2.30 -2.74  0.487
O: -2.31 5.90 2.95  -0.664
C: -2.09 6.23 1.80  0.546
C: -0.90 7.06 1.47  0.180
C: -0.03 7.44 2.48  -0.559
C: 1.10 8.19 2.17  -0.462
C: 1.36 8.55 0.85  -0.461
C: 0.48 8.18 -0.16  -0.558
C: -0.66 7.44 0.15  0.217
C: -1.60 7.07 -0.94  0.562
O: -1.41 7.45 -2.08  -0.670
C: -2.77 6.23 -0.61  0.215
C: -3.65 5.84 -1.62  -0.573
C: -4.73 5.02 -1.33  -0.544
C: -4.94 4.59 -0.02  -0.359
C: -4.08 4.98 0.99  -0.718
C: -2.99 5.81 0.71  0.234
H: -0.22 7.16 3.50  0.466
H: 1.79 8.48 2.96  0.396
H: 2.25 9.12 0.61  0.394
H: 0.69 8.47 -1.18  0.462
H: -3.48 6.18 -2.64  0.469
H: -5.40 4.72 -2.12  0.498
H: -5.78 3.94 0.20  0.446
H: -4.25 4.64 2.01  0.474
C: 10.00 -5.25 1.31  -1.002
C: 8.97 -4.61 0.29  -0.101
O: 8.46 -3.37 0.80  -0.381
C: 7.54 -2.80 -0.11  -0.372
C: 6.09 -3.39 0.06  0.462
N: 5.96 -4.34 1.03  -0.231
N: 4.75 -4.85 1.14  -0.325
C: 3.83 -4.37 0.26  0.598
Si: 2.07 -5.18 0.39  0.361
C: 2.33 -7.02 -0.15  -1.029
C: 0.90 -4.41 -0.89  -0.954
C: 1.40 -5.23 2.17  -1.068
N: 3.96 -3.39 -0.68  -0.041
N: 5.16 -2.87 -0.78  -0.575
H: 10.09 -4.65 2.24  0.286
H: 10.96 -5.38 0.77  0.260
H: 9.66 -6.28 1.61  0.279
H: 9.46 -4.47 -0.71  0.320
H: 8.14 -5.36 0.19  0.192
H: 7.54 -1.69 0.00  0.336
H: 7.87 -2.98 -1.17  0.273
H: 2.81 -6.98 -1.16  0.295
H: 1.36 -7.57 -0.17  0.305
H: 3.05 -7.52 0.56  0.278
H: 0.45 -3.45 -0.53  0.191
H: 1.53 -4.14 -1.78  0.305
H: 0.10 -5.12 -1.22  0.380
H: 0.97 -6.24 2.40  0.313
H: 2.15 -5.01 2.96  0.331
H: 0.55 -4.50 2.26  0.305

2.
Entry from the OMol25 dataset: an isolated ion of composition C3H6NO2 and charge +1 at a distorted geometry (ωB97M-V with the def2-TZVPD basis set).

## Properties
**Charge**: +1
**SMILES**: [NH3+]/C=C\C(=O)O
**LUMO**: -4.33 eV
**E**: -322.8119 Eh
**E_HOMO**: -0.5533 Ha
**Kohn-Sham gap**: 10.73 eV

Each line ends with the Mulliken charge.
Cartesian coordinates (Å):
N: -0.38 -1.14 0.63  -0.281
C: 0.03 0.20 0.81  -0.257
C: 0.13 0.94 -0.37  -0.382
C: -0.25 0.97 -2.06  0.580
O: -0.98 0.13 -2.48  -0.434
O: 0.45 1.91 -2.58  -0.334
H: 0.20 -1.67 -0.07  0.396
H: -1.38 -1.32 0.24  0.400
H: -0.27 -1.56 1.50  0.332
H: 0.21 0.47 1.83  0.395
H: 0.39 2.04 -0.09  0.242
H: 0.50 1.73 -3.47  0.344

3.
Entry from the OMol25 dataset: C35H38N5O5V as an isolated structure at a distorted geometry (ωB97M-V with the def2-TZVPD basis set).

## Properties
**<S²>**: 0.837
**Charge**: +1
**LUMO (alpha / beta)**: -2.68 / -2.98 eV
**Multiplicity**: 2
**E**: -2950.3085 Eh
**E_HOMO (alpha / beta)**: -0.3129 / -0.2763 Ha
**Kohn-Sham gap (alpha / beta)**: 5.83 / 4.54 eV

Each line ends with the Löwdin spin population.
Cartesian coordinates (Å):
V: -0.91 0.13 -0.38  0.868
C: 2.70 4.78 1.83  0.000
N: 2.12 3.53 2.26  0.000
C: 1.60 3.52 3.62  0.000
C: 1.88 2.47 1.47  0.000
O: 1.39 1.43 1.88  0.000
C: 2.27 2.63 -0.01  0.000
O: 1.78 1.60 -0.85  0.001
C: 2.54 0.42 -0.87  0.000
C: 1.90 -0.66 0.00  -0.002
O: 0.70 -0.60 0.29  0.005
N: 2.65 -1.72 0.35  -0.001
C: 4.06 -1.84 0.07  0.000
C: 2.07 -2.74 1.21  0.000
H: 3.10 5.29 2.71  0.000
H: 3.51 4.63 1.12  0.000
H: 1.94 5.43 1.39  0.000
H: 2.42 3.57 4.34  0.000
H: 0.95 4.38 3.75  0.000
H: 1.03 2.61 3.76  0.000
H: 1.82 3.55 -0.40  0.000
H: 3.36 2.70 -0.10  0.000
H: 2.54 0.06 -1.91  0.000
H: 3.57 0.62 -0.55  0.000
H: 4.64 -1.14 0.68  0.000
H: 4.37 -2.85 0.31  0.000
H: 4.27 -1.66 -0.99  0.000
H: 1.04 -2.48 1.42  0.000
H: 2.11 -3.71 0.71  0.000
H: 2.63 -2.79 2.14  0.000
O: -4.67 2.49 -5.48  0.000
C: -4.83 2.98 -4.17  0.008
C: -3.98 2.19 -3.22  0.048
C: -4.16 2.34 -1.84  -0.007
C: -3.36 1.62 -0.98  0.040
N: -2.39 0.79 -1.39  0.002
C: -2.31 0.55 -2.72  0.052
C: -3.06 1.26 -3.65  -0.003
C: -1.46 -0.58 -3.05  0.042
C: -1.57 -1.32 -4.23  0.000
C: -0.93 -2.55 -4.34  0.038
C: -1.16 -3.46 -5.52  0.006
O: -1.62 -2.81 -6.67  0.001
C: -0.11 -2.95 -3.28  -0.001
C: -0.01 -2.14 -2.17  0.031
N: -0.68 -0.99 -2.02  0.011
H: -5.32 2.90 -6.06  0.000
H: -5.88 2.91 -3.84  0.002
H: -4.54 4.04 -4.12  0.003
H: -4.91 3.01 -1.46  -0.001
H: -3.50 1.71 0.09  0.002
H: -2.94 1.10 -4.71  -0.001
H: -2.19 -0.98 -5.04  -0.001
H: -1.95 -4.18 -5.26  0.002
H: -0.25 -4.04 -5.73  0.001
H: -0.89 -2.31 -7.06  0.000
H: 0.41 -3.89 -3.32  -0.001
H: 0.61 -2.44 -1.34  0.001
C: -2.70 -3.36 1.49  -0.010
C: -2.94 -2.85 2.76  0.009
C: -2.68 -1.52 3.03  -0.007
C: -2.16 -0.70 2.02  0.001
C: -1.90 -1.21 0.74  -0.022
C: -2.17 -2.55 0.50  0.008
C: -1.90 0.72 2.18  -0.045
C: -2.26 1.47 3.32  -0.002
C: -2.09 2.82 3.33  -0.041
C: -1.59 3.46 2.18  -0.003
C: -1.46 4.86 2.09  -0.006
C: -1.00 5.44 0.94  0.001
C: -0.66 4.65 -0.16  -0.009
C: -0.78 3.28 -0.11  0.002
C: -1.23 2.65 1.06  -0.007
N: -1.36 1.29 1.10  -0.014
H: -2.91 -4.40 1.29  -0.001
H: -3.34 -3.49 3.54  0.001
H: -2.88 -1.13 4.01  -0.001
H: -2.00 -2.97 -0.48  0.001
H: -2.67 0.97 4.19  0.001
H: -2.36 3.42 4.20  -0.003
H: -1.74 5.45 2.94  0.000
H: -0.92 6.52 0.87  0.000
H: -0.33 5.13 -1.07  -0.001
H: -0.51 2.68 -0.97  0.001

4.
Entry from the OMol25 dataset: C23H18BrCsNO2S as an isolated structure (ωB97M-V with the def2-TZVPD basis set).

## Properties
**Charge**: -1
**LUMO**: 2.22 eV
**E**: -4084.8294 Eh
**E_HOMO**: -0.1423 Ha
**Kohn-Sham gap**: 6.09 eV

Each line ends with the Mulliken charge.
Cartesian coordinates (Å):
Cs: -0.60 0.06 1.80  1.053
O: -1.48 -0.89 4.21  -0.767
N: -1.74 -0.56 5.44  0.335
C: -2.37 -1.46 6.24  -0.162
C: -2.67 -1.19 7.55  -0.714
C: -2.32 0.05 8.07  -0.076
C: -1.69 0.96 7.26  -0.664
C: -1.38 0.69 5.91  0.137
S: -0.61 1.80 4.87  -0.521
H: -2.59 -2.39 5.75  0.390
H: -3.17 -1.95 8.14  0.350
H: -2.54 0.29 9.11  0.347
H: -1.40 1.93 7.63  0.334
Br: 1.26 -2.31 -0.09  -0.257
C: 0.36 -2.98 -1.64  0.174
C: 1.01 -3.95 -2.36  -0.664
C: 0.38 -4.48 -3.50  -0.344
C: -0.85 -4.02 -3.88  -0.920
C: -1.52 -3.01 -3.14  0.870
C: -2.79 -2.53 -3.53  -0.789
C: -3.40 -1.56 -2.80  -0.586
C: -2.77 -1.02 -1.65  -0.520
C: -1.53 -1.43 -1.19  -0.161
C: -0.92 -2.45 -1.97  0.191
H: 1.98 -4.31 -2.04  0.372
H: 0.88 -5.25 -4.08  0.360
H: -1.34 -4.43 -4.76  0.303
H: -3.27 -2.95 -4.42  0.298
H: -4.38 -1.19 -3.09  0.335
H: -3.31 -0.24 -1.11  0.299
C: 0.96 0.85 -2.00  -0.827
C: 1.67 1.85 -1.14  0.761
O: 1.57 1.84 0.07  -0.634
C: 2.53 2.90 -1.80  0.389
C: 3.13 3.86 -0.99  -0.385
C: 3.93 4.84 -1.55  -0.507
C: 4.15 4.87 -2.92  -0.327
C: 3.56 3.90 -3.73  -0.715
C: 2.75 2.93 -3.17  -0.274
H: 0.25 0.25 -1.43  -0.200
H: 1.69 0.18 -2.46  0.423
H: 0.42 1.35 -2.81  0.413
H: 2.95 3.83 0.07  0.442
H: 4.39 5.59 -0.91  0.367
H: 4.78 5.63 -3.36  0.375
H: 3.73 3.91 -4.80  0.365
H: 2.30 2.18 -3.81  0.330

5.
Entry from the OMol25 dataset: F3NO3S2 as an isolated structure at a distorted geometry (ωB97M-V with the def2-TZVPD basis set).

## Properties
**LUMO**: -0.09 eV
**E**: -1376.3727 Eh
**E_HOMO**: -0.4603 Ha
**Kohn-Sham gap**: 12.44 eV

Each line ends with the Mulliken charge.
Cartesian coordinates (Å):
N: -0.71 0.36 -0.58  -0.372
O: -0.07 -1.69 -2.00  -0.478
O: 1.02 0.82 1.01  -0.513
O: -1.13 2.07 1.26  -0.515
F: 1.60 -0.09 -1.48  -0.171
F: 0.68 -1.70 0.18  -0.156
F: -0.97 -0.24 1.86  -0.246
S: 0.22 -0.78 -1.01  1.188
S: -0.37 0.94 0.90  1.264

6.
Entry from the OMol25 dataset: C4H12N2O6PS2 as an isolated structure (ωB97M-V with the def2-TZVPD basis set).

## Properties
**Charge**: -1
**LUMO**: 3.16 eV
**E**: -1858.3468 Eh
**E_HOMO**: -0.2076 Ha
**Kohn-Sham gap**: 8.81 eV

Each line ends with the Mulliken charge.
Cartesian coordinates (Å):
C: 3.01 -0.39 0.91  -0.659
P: 3.35 0.86 -0.38  0.160
O: 3.31 -0.14 -1.71  -0.491
S: 1.40 1.85 -0.56  0.982
O: 1.68 3.24 -0.24  -0.659
O: 0.93 1.61 -1.92  -0.688
N: 0.53 1.10 0.53  -0.206
S: -0.91 1.56 0.99  0.991
O: -1.16 2.97 0.78  -0.680
O: -1.15 1.01 2.30  -0.704
C: -2.11 0.73 -0.10  -1.000
C: -1.83 -0.62 -0.81  0.111
O: -0.49 -0.85 -1.18  -0.492
C: -2.27 -1.81 0.04  -0.638
N: -1.21 -2.23 0.97  -0.613
H: 1.98 -0.75 0.88  0.062
H: 3.70 -1.22 0.73  0.336
H: 3.22 0.04 1.89  0.301
H: 4.08 0.05 -2.26  0.312
H: -2.95 0.57 0.57  0.363
H: -2.40 1.50 -0.81  0.439
H: -2.46 -0.60 -1.71  0.318
H: -0.22 -0.30 -1.93  0.323
H: -3.19 -1.52 0.56  0.325
H: -2.52 -2.65 -0.62  0.333
H: -1.63 -2.61 1.80  0.242
H: -0.67 -1.42 1.26  0.230